{"formula": "C3H11N2OPS", "method": "ωB97M-V/def2-TZVPD", "lumo_ev": 0.2690, "e_tot_ha": -1045.1867, "molar_mass_g_mol": 154.18, "smiles": "CCN(C)[P@@](N)(O)=S", "e_above_lowest_kj_mol": 115.3, "orbital_gap_ev": 9.090, "homo_ha": -0.32415, "fmax_ev_per_a": 5.4, "symbols": ["C", "C", "C", "N", "N", "O", "P", "S", "H", "H", "H", "H", "H", "H", "H", "H", "H", "H", "H"], "coordinates": [[1.6812, -1.7585, -0.9459], [0.7360, 1.5440, -0.2832], [0.5182, -0.7619, -1.1815], [-1.2198, 0.9612, 2.2207], [0.3270, 0.1255, -0.0338], [-2.6475, 0.9383, 0.3470], [-1.4461, -0.0650, 0.9317], [-1.7322, -1.8863, 1.4990], [1.6470, -2.5188, -1.6430], [2.6063, -1.2604, -1.1389], [1.5688, -2.0151, 0.0822], [1.5562, 1.7997, 0.3263], [0.8633, 1.6591, -1.3711], [-0.1681, 2.2661, 0.1353], [0.7482, -0.3913, -2.2306], [-0.3920, -1.4451, -1.2242], [-0.7624, 0.4438, 3.0547], [-1.0335, 1.8720, 1.9912], [-2.8506, 0.4927, -0.5358]], "atomic_forces_ev_per_a": [[-0.73, 2.63, 0.86], [-4.10, 0.16, 0.65], [-0.60, -2.38, -0.66], [0.57, -4.85, 2.22], [-2.72, 0.70, 0.44], [1.03, -2.73, -2.47], [2.43, 1.84, 0.35], [-0.13, 0.44, -0.84], [-0.36, -2.02, -1.14], [0.87, 0.45, 0.31], [0.40, -0.87, 0.63], [1.31, 0.28, 0.32], [0.14, 0.50, 0.57], [2.24, -1.47, -1.48], [-0.95, 0.69, 1.28], [0.87, 0.93, -0.29], [-0.82, 1.90, -2.01], [0.79, 2.60, 0.03], [-0.24, 1.19, 1.21]]}

=====

{"formula": "C15H40BFN2O7PS", "method": "ωB97M-V/def2-TZVPD", "lumo_ev": -3.5543, "e_tot_ha": -2095.6282, "molar_mass_g_mol": 453.34, "orbital_gap_ev": 7.417, "homo_ha": -0.40321, "charge": 1, "fmax_ev_per_a": 2.9, "symbols": ["C", "O", "B", "O", "N", "O", "C", "C", "C", "C", "C", "C", "P", "N", "S", "O", "O", "F", "H", "H", "H", "H", "H", "H", "H", "H", "H", "H", "H", "H", "H", "H", "H", "H", "H", "H", "H", "H", "C", "C", "O", "C", "C", "H", "H", "H", "H", "H", "H", "H", "H", "H", "H", "C", "C", "O", "C", "C", "H", "H", "H", "H", "H", "H", "H", "H", "H", "H"], "coordinates": [[-0.2911, -0.6607, -0.7482], [-1.0956, 0.5187, -1.0025], [-2.4058, 0.4117, -0.8832], [-3.0545, -0.6395, -0.3103], [-3.2565, 1.5752, -1.5582], [-4.5359, 1.1583, -1.9816], [-5.5368, 1.1334, -0.9433], [-6.6059, 0.1354, -1.3642], [-6.0601, -1.2862, -1.4954], [-7.8406, 0.2467, -0.4679], [-7.5162, 0.2567, 1.0280], [-8.7176, 1.4573, -0.8812], [-3.1365, 3.1533, -0.5497], [-2.0228, 2.9318, 0.5057], [-2.4062, 1.9576, -3.1280], [-1.2144, 2.6188, -2.7925], [-3.3847, 2.6401, -3.8768], [-2.2211, 0.5626, -3.6889], [-0.6440, -1.5380, -1.2761], [0.7057, -0.4434, -1.1138], [-0.1895, -0.8190, 0.3186], [-3.1327, -0.5082, 0.6415], [-5.1537, 0.8797, 0.0459], [-6.0073, 2.1142, -0.8602], [-6.9025, 0.4483, -2.3694], [-5.9985, -1.7804, -0.5290], [-6.7399, -1.8428, -2.1358], [-5.0972, -1.3048, -1.9928], [-8.4408, -0.6419, -0.6525], [-6.6936, -0.4041, 1.2954], [-7.3678, 1.2636, 1.4156], [-8.3859, -0.1226, 1.5607], [-8.1283, 2.1600, -1.4661], [-9.5111, 1.1052, -1.5325], [-9.1457, 1.9224, -0.0001], [-2.8176, 4.1753, -1.4476], [-4.3726, 3.4387, 0.0468], [-2.4135, 3.0406, 1.4370], [1.7901, 1.7795, 2.8135], [2.0209, 0.2772, 2.7844], [2.5478, -0.1957, 1.5588], [3.8247, 0.3126, 1.1961], [4.9256, -0.0352, 2.1805], [1.2055, 2.0952, 1.9468], [1.2564, 2.0615, 3.7217], [2.7294, 2.3329, 2.7972], [1.0649, -0.2359, 2.9092], [2.6550, -0.0346, 3.6205], [3.7741, 1.3952, 1.0361], [4.0536, -0.1362, 0.2292], [4.7922, 0.4798, 3.1339], [5.8956, 0.2543, 1.7782], [4.9357, -1.1065, 2.3827], [7.7857, -4.1966, 0.1925], [7.4829, -2.8668, -0.4775], [7.8442, -1.7403, 0.2995], [9.2219, -1.6167, 0.6069], [10.1121, -1.4676, -0.6153], [7.3687, -4.2207, 1.2001], [7.3590, -5.0162, -0.3860], [8.8589, -4.3735, 0.2744], [6.4066, -2.7797, -0.6331], [7.9495, -2.8165, -1.4676], [9.5538, -2.4558, 1.2282], [9.3034, -0.7204, 1.2222], [10.1440, -2.3837, -1.2072], [11.1325, -1.2344, -0.3119], [9.7440, -0.6693, -1.2610]], "atomic_forces_ev_per_a": [[1.02, 0.25, 0.13], [-0.45, -0.23, -0.75], [0.50, -0.75, 1.11], [-0.40, 0.83, -0.15], [0.47, -0.07, -1.07], [0.21, -0.17, 0.08], [-1.02, 0.04, 0.62], [0.51, -0.14, -0.64], [-0.37, 0.21, -0.08], [-0.20, 0.32, 0.02], [-0.52, -0.16, 0.00], [0.41, -0.75, 0.04], [1.30, 0.99, 2.09], [-0.56, -0.05, -0.22], [-1.13, 2.57, -0.52], [0.54, -0.82, 0.28], [-0.18, -0.56, -0.15], [0.22, -0.54, 0.24], [-0.45, -0.02, 0.07], [0.04, 0.21, -0.06], [-0.23, -0.12, 0.13], [-0.07, -0.44, 0.20], [0.48, -0.17, -0.17], [0.17, 0.20, -0.15], [-0.09, 0.04, -0.07], [0.14, -0.11, 0.06], [-0.11, -0.20, 0.12], [0.21, -0.03, 0.09], [0.12, -0.21, -0.08], [0.18, 0.05, 0.02], [0.36, 0.09, -0.03], [-0.05, 0.00, 0.13], [-0.06, 0.36, 0.15], [-0.20, 0.14, -0.03], [-0.14, 0.27, -0.07], [-0.43, -0.51, -0.68], [-0.40, -0.27, -0.81], [0.30, -0.25, 0.20], [0.13, 0.03, -0.08], [-0.04, 0.08, 0.08], [-0.21, -0.10, -0.18], [0.21, 0.01, -0.03], [-0.12, 0.07, 0.20], [-0.05, -0.02, 0.02], [-0.01, -0.01, 0.01], [0.00, 0.01, 0.05], [0.03, -0.07, -0.05], [0.01, 0.04, 0.01], [-0.01, 0.01, 0.04], [-0.10, -0.05, -0.01], [0.04, 0.04, -0.02], [0.01, -0.05, -0.04], [0.05, -0.02, -0.08], [0.16, 0.05, 0.05], [-0.04, -0.12, -0.03], [-0.15, 0.14, 0.06], [0.15, 0.05, 0.00], [-0.10, -0.15, -0.09], [-0.06, -0.01, -0.02], [-0.02, 0.01, -0.01], [0.00, -0.04, -0.04], [0.00, 0.09, 0.03], [0.03, -0.03, 0.01], [0.01, -0.02, -0.04], [-0.10, 0.00, 0.01], [0.05, -0.01, 0.02], [0.00, 0.02, 0.02], [0.02, 0.05, 0.04]]}

=====

{"formula": "C27H68N4O3S", "method": "ωB97M-V/def2-TZVPD", "lumo_ev": 0.4116, "e_tot_ha": -1912.2359, "molar_mass_g_mol": 528.93, "smiles": "CCOS(C)(=O)=O.CCN(CC)CC.CCN(CC)CC.CCN(CC)CC.CCN(CC)CC", "orbital_gap_ev": 8.471, "homo_ha": -0.29619, "fmax_ev_per_a": 3.0, "symbols": ["C", "C", "N", "C", "C", "C", "C", "H", "H", "H", "H", "H", "H", "H", "H", "H", "H", "H", "H", "H", "H", "H", "C", "C", "N", "C", "C", "C", "C", "H", "H", "H", "H", "H", "H", "H", "H", "H", "H", "H", "H", "H", "H", "H", "C", "C", "N", "C", "C", "C", "C", "H", "H", "H", "H", "H", "H", "H", "H", "H", "H", "H", "H", "H", "H", "H", "C", "C", "N", "C", "C", "C", "C", "H", "H", "H", "H", "H", "H", "H", "H", "H", "H", "H", "H", "H", "H", "H", "O", "S", "O", "O", "C", "C", "C", "H", "H", "H", "H", "H", "H", "H", "H"], "coordinates": [[3.0623, 6.8733, 10.1154], [3.3655, 5.8212, 9.0916], [2.1078, 5.6167, 8.3458], [1.4729, 4.2981, 8.7268], [0.0025, 4.3382, 8.3262], [2.2655, 5.7657, 6.9099], [2.6642, 7.1523, 6.4463], [2.5236, 6.5268, 10.9973], [2.5067, 7.7331, 9.7410], [4.0473, 7.1654, 10.4796], [4.2319, 6.1375, 8.5107], [3.7913, 4.8848, 9.4522], [1.9358, 3.3879, 8.3457], [1.4487, 4.1500, 9.8064], [-0.2683, 4.2152, 7.2776], [-0.4684, 3.4886, 8.8207], [-0.4694, 5.2521, 8.6872], [1.2746, 5.5841, 6.4937], [2.8113, 4.9706, 6.4020], [2.3540, 7.9936, 7.0659], [2.4012, 7.2902, 5.3975], [3.7530, 7.1876, 6.4842], [-3.8139, 5.8121, -6.0193], [-5.2801, 5.3484, -5.9166], [-5.3819, 3.9878, -6.4700], [-5.0568, 3.0903, -5.3670], [-4.8671, 1.6498, -5.7633], [-6.7818, 3.6668, -6.7735], [-7.1100, 4.3495, -8.1011], [-3.7157, 6.8280, -5.6365], [-3.4432, 5.9342, -7.0370], [-3.1069, 5.2116, -5.4469], [-5.7414, 5.4283, -4.9323], [-5.7722, 6.0276, -6.6127], [-4.1933, 3.3557, -4.7570], [-5.8840, 3.1421, -4.6591], [-4.5964, 0.8998, -5.0202], [-5.6951, 1.1397, -6.2556], [-4.0808, 1.6642, -6.5180], [-7.4801, 4.0486, -6.0288], [-6.9604, 2.6024, -6.9261], [-7.9221, 3.9940, -8.7354], [-6.3525, 4.1345, -8.8548], [-7.2640, 5.4266, -8.0362], [-0.6961, -8.5061, -1.5185], [-0.8437, -6.9475, -1.6372], [-2.0804, -6.4834, -2.2161], [-3.1852, -6.8864, -1.3230], [-3.3445, -5.9662, -0.0437], [-2.3057, -6.9127, -3.6189], [-2.8038, -5.7766, -4.5161], [-1.2812, -8.9095, -0.6921], [0.3474, -8.7908, -1.3835], [-1.0385, -8.8683, -2.4878], [-0.5607, -6.5258, -0.6727], [-0.1125, -6.6425, -2.3858], [-4.1593, -6.8609, -1.8115], [-3.1355, -7.9532, -1.1049], [-2.4602, -6.1452, 0.5679], [-3.5543, -4.8970, -0.0142], [-4.1318, -6.4839, 0.5043], [-2.9288, -7.8068, -3.6388], [-1.3427, -7.2853, -3.9681], [-2.9020, -5.9619, -5.5857], [-2.1456, -4.9117, -4.4336], [-3.7542, -5.4352, -4.1060], [8.4958, -4.6753, 0.2272], [7.1087, -5.2412, 0.0992], [6.1594, -4.1360, -0.0103], [6.4576, -3.2453, -1.1989], [6.0215, -1.8290, -1.1300], [4.7069, -4.4701, 0.1274], [4.4494, -4.9491, 1.5633], [9.0550, -5.2406, 0.9727], [8.4895, -3.6494, 0.5955], [9.0694, -4.7237, -0.6985], [6.9090, -5.9276, -0.7237], [7.0161, -5.8169, 1.0201], [5.9178, -3.8318, -1.9424], [7.5033, -3.1622, -1.4949], [4.9766, -1.8747, -0.8232], [6.1018, -1.3191, -2.0901], [6.5540, -1.3148, -0.3299], [4.1247, -3.5518, 0.0507], [4.3761, -5.1669, -0.6427], [4.9926, -5.8929, 1.6114], [4.7920, -4.3754, 2.4244], [3.3675, -4.9801, 1.6924], [0.0298, 3.4009, 1.3641], [-0.5479, 3.0660, 0.0614], [0.1480, 3.3481, -1.1638], [-1.2647, 1.5652, 0.0026], [-0.8467, 0.5850, 1.0326], [-0.5394, -0.6772, 0.2148], [-1.9984, 4.1820, -0.0212], [-1.5271, 0.5435, 1.8832], [0.1380, 0.8871, 1.3892], [-0.0984, -1.4613, 0.8302], [0.1658, -0.6085, -0.6135], [-1.4408, -1.0483, -0.2729], [-2.3234, 4.2025, 1.0190], [-2.6994, 3.5946, -0.6142], [-1.7350, 5.1764, -0.3818]], "atomic_forces_ev_per_a": [[1.18, 0.05, 1.34], [-0.73, 0.06, -0.53], [0.94, -1.97, 0.18], [-0.75, 1.52, -0.69], [-0.47, -0.62, 0.26], [-2.14, -0.12, -0.30], [1.50, -0.23, 0.02], [-0.19, -0.31, -0.13], [0.27, -0.15, -0.35], [-0.03, 0.64, 0.39], [-0.42, 0.49, -0.76], [-0.46, -0.24, 0.73], [0.51, 0.06, -0.49], [0.44, 0.56, 0.14], [0.48, 0.13, -0.14], [-0.28, -0.01, 0.11], [0.07, 0.00, 0.05], [-0.32, 0.09, 0.07], [0.92, -0.08, 0.15], [-0.57, -0.28, -0.03], [-0.17, 0.14, 0.12], [0.23, 0.27, -0.14], [0.04, 0.62, 0.81], [1.22, 0.27, -2.03], [-0.38, -0.65, 1.44], [-0.31, -1.01, 1.31], [0.48, -0.92, -1.37], [-0.46, 0.97, -2.14], [-0.17, 0.03, -1.41], [-0.15, 0.11, 0.38], [-0.34, -0.61, -0.16], [-0.06, -0.17, -0.10], [0.12, 0.06, 0.27], [-0.52, -0.07, 0.23], [0.26, 0.52, -0.49], [-0.33, 0.05, 0.47], [0.28, 0.64, 0.58], [-0.39, 0.50, -0.08], [0.24, -0.30, -0.04], [0.00, -0.12, 0.52], [0.35, 0.05, 0.36], [-0.92, -0.36, 0.93], [0.83, 0.37, 0.43], [0.23, -0.01, 0.10], [-0.23, 1.07, -0.31], [1.34, -1.28, -0.88], [-1.72, -0.07, 0.73], [-0.86, 2.06, -0.28], [0.58, -2.46, 0.27], [1.06, -0.10, 0.27], [-0.14, 0.41, 0.79], [0.00, -0.14, -0.18], [-0.02, 0.07, 0.02], [-0.02, -0.62, 0.22], [-0.45, 0.53, -0.13], [0.52, 0.15, 0.34], [0.09, 0.48, -0.65], [0.35, -0.05, 0.81], [0.14, 0.29, 0.16], [0.03, -0.15, -1.05], [-0.25, 0.26, 0.28], [-0.47, 0.05, -0.14], [0.15, 0.15, -0.31], [-0.10, -0.55, 0.15], [0.22, -0.09, 0.15], [-0.23, 0.02, -0.25], [1.27, -0.27, -0.26], [-0.88, 0.65, 0.31], [-0.15, 1.67, 0.57], [-0.19, -2.17, -0.03], [-1.37, 0.03, 1.03], [1.83, 1.57, 1.21], [-0.06, -0.75, -0.68], [0.13, -0.11, -0.08], [-0.22, 0.00, -0.14], [0.04, 0.17, -0.01], [0.62, -0.41, -0.38], [-0.91, 0.09, 0.01], [0.11, 0.57, -1.18], [0.17, -0.99, 0.40], [-0.21, 0.67, -0.14], [0.10, -0.02, 0.13], [0.13, 0.20, -0.19], [0.18, 0.12, -0.57], [-0.20, -0.38, 0.02], [-0.78, -0.44, 0.57], [0.44, 0.66, -0.64], [-0.03, -0.85, 0.07], [-0.03, -1.69, -1.49], [-1.41, 2.62, 0.61], [0.38, -1.24, 0.50], [0.91, 1.62, 1.06], [2.09, 0.02, -1.74], [-0.89, -0.77, 0.19], [0.19, -1.95, 0.70], [-0.28, -0.19, -0.50], [-0.22, 0.41, 0.42], [-0.36, -0.06, 0.33], [0.15, 1.01, 0.21], [-0.15, -0.23, 0.27], [-0.27, 0.23, -0.16], [-0.26, 0.66, -0.21], [0.15, -0.43, -0.17]]}